No. 1
Computed, not measured: a molecular structure, C18H28InOPSe2Si2, with ωB97M-V/def2-TZVPD.

electronic energy: -6691.4626 Eh
orbital gap: 8.3 eV
lowest unoccupied orbital energy: 0.0012 Eh
ΔE to the lowest compared entry with this formula, charge and spin: 0.092 eV

```
53
Properties=species:S:1:pos:R:3:forces:R:3:lowdin_charge:R:1
In -0.155 -0.366 -1.707 -0.03 -0.24 -0.11 0.303
Se -1.418 1.291 0.044 -0.02 0.22 0.01 0.346
P -0.022 0.342 1.420 0.17 -0.01 0.05 0.219
Se 1.627 -0.540 0.319 0.04 -0.11 0.20 0.413
C -0.907 -0.914 2.392 -0.06 -0.04 -0.13 -0.396
C -0.369 -2.183 2.569 0.07 0.02 0.08 -0.113
C -1.078 -3.145 3.276 0.00 -0.01 0.01 -0.076
C -2.323 -2.845 3.803 0.00 0.00 0.00 -0.077
C -2.865 -1.578 3.625 0.01 -0.01 0.01 -0.071
C -2.164 -0.618 2.917 -0.03 0.01 -0.01 -0.106
C 0.596 1.555 2.619 -0.04 0.09 -0.09 -0.387
C -0.312 2.384 3.277 -0.02 0.00 0.00 -0.100
C 0.142 3.329 4.181 0.00 0.00 0.01 -0.073
C 1.503 3.460 4.424 0.00 0.01 0.00 -0.077
C 2.407 2.645 3.762 0.01 0.00 0.01 -0.072
C 1.957 1.695 2.857 0.01 -0.07 0.04 -0.102
H 0.599 -2.419 2.148 -0.01 0.00 -0.02 0.062
H -0.655 -4.132 3.407 0.00 -0.01 0.00 0.107
H -2.879 -3.598 4.346 0.00 0.00 0.01 0.105
H -3.842 -1.343 4.025 -0.01 0.00 0.00 0.107
H -2.612 0.353 2.746 0.00 0.00 -0.02 0.084
H -1.372 2.309 3.069 0.00 0.00 -0.01 0.089
H -0.566 3.970 4.688 0.00 0.01 0.00 0.106
H 1.857 4.207 5.122 0.00 0.00 0.01 0.105
H 3.469 2.751 3.941 0.00 0.00 0.00 0.107
H 2.665 1.067 2.332 0.00 0.01 -0.02 0.059
C 2.684 2.450 -1.797 0.00 0.02 -0.04 -0.180
Si 1.862 1.812 -3.360 0.04 0.13 -0.01 0.247
C 0.690 3.138 -3.988 0.04 -0.03 0.02 -0.168
C 3.175 1.482 -4.656 -0.04 0.03 0.05 -0.170
O 1.048 0.426 -3.088 -0.14 0.09 0.01 -0.480
H 3.243 3.368 -1.999 0.00 0.01 -0.01 0.030
H 3.380 1.717 -1.385 0.01 -0.01 -0.01 0.017
H 1.947 2.675 -1.021 -0.03 -0.01 0.00 0.019
H 1.227 4.056 -4.241 0.00 0.01 -0.01 0.028
H -0.057 3.392 -3.231 0.00 -0.02 0.02 0.025
H 0.159 2.801 -4.881 0.00 -0.01 -0.01 0.028
H 3.696 2.401 -4.932 0.01 0.01 0.00 0.027
H 2.732 1.060 -5.560 -0.02 0.00 -0.01 0.027
H 3.919 0.773 -4.286 0.00 -0.01 0.01 0.027
C -0.201 -3.858 -1.934 -0.13 0.01 0.02 -0.235
Si -1.508 -2.505 -2.029 0.17 -0.03 -0.08 0.408
C -2.333 -2.479 -3.718 -0.02 -0.01 0.12 -0.232
C -2.736 -2.638 -0.614 0.05 0.03 -0.07 -0.217
H -0.615 -4.860 -2.073 -0.05 0.01 0.00 0.031
H 0.294 -3.830 -0.960 0.01 0.00 0.00 0.019
H 0.563 -3.702 -2.698 0.00 -0.01 -0.01 0.029
H -2.829 -3.422 -3.958 0.00 -0.03 0.04 0.030
H -1.588 -2.281 -4.490 -0.01 -0.01 -0.01 0.028
H -3.081 -1.685 -3.765 0.00 0.00 -0.02 0.026
H -3.323 -3.559 -0.661 0.01 -0.02 -0.04 0.034
H -3.424 -1.791 -0.622 -0.01 -0.01 0.00 0.029
H -2.208 -2.621 0.343 -0.01 -0.01 0.00 0.010
```
Positions in Å, forces in eV/Å.



No. 2
Computed, not measured: a molecular structure, C18H28N2O3 at a distorted geometry, with ωB97M-V/def2-TZVPD.

electronic energy: -1037.2071 Eh
orbital gap: 7.7 eV
lowest unoccupied orbital energy: 0.0169 Eh
ΔE to the lowest compared entry with this formula, charge and spin: 20.773 eV

```
51
Properties=species:S:1:pos:R:3:forces:R:3:lowdin_charge:R:1
C 3.995 2.610 3.618 4.47 -6.01 -4.72 -0.083
H 4.429 2.780 2.578 0.05 0.71 1.50 0.113
H 4.721 2.157 4.257 1.55 1.00 0.61 0.074
H 3.571 3.393 4.025 -2.74 3.61 1.87 0.025
C 3.243 1.312 3.400 -9.41 9.02 4.87 -0.307
C 2.579 1.067 4.856 -0.35 -3.23 0.56 -0.090
H 2.103 2.036 5.350 1.09 -2.30 -1.10 0.113
H 3.353 0.506 5.537 -1.00 1.76 -0.83 0.086
H 1.818 0.103 4.818 1.20 2.89 -0.04 0.102
C 1.935 1.831 2.508 -1.85 -4.13 6.49 -0.112
N 1.021 0.657 2.242 10.31 -0.53 -3.84 -0.100
C 1.708 0.035 1.000 2.13 3.12 -3.89 -0.062
C 1.450 0.842 -0.507 -5.59 -0.17 4.14 0.038
N -0.268 0.982 -0.411 6.24 -3.08 -2.98 -0.095
C -0.603 1.563 0.741 -1.02 8.62 -4.20 -0.313
H -0.259 2.845 0.831 -0.10 -2.34 -0.41 0.186
C -0.193 0.971 1.873 -7.84 -3.30 8.12 -0.507
C -1.016 -0.349 2.032 -3.19 -2.77 1.80 -0.092
H -2.220 -0.354 1.995 2.58 1.03 0.40 0.159
H -0.879 -0.935 1.190 0.77 -1.35 -1.90 0.055
C -0.665 -1.325 3.343 -12.18 4.48 0.28 -0.391
O 0.503 -1.601 3.463 7.00 -7.38 2.70 -0.006
H 1.049 -0.983 3.137 3.20 3.85 -1.79 -0.002
H -0.997 -0.466 4.248 0.04 -2.27 -1.48 0.138
H -1.419 -2.401 3.471 1.89 3.46 -0.61 0.178
H -0.640 1.428 2.816 0.38 0.73 -1.12 0.182
H -1.618 1.784 0.559 -1.79 -0.08 1.30 0.121
C -0.853 1.366 -1.646 9.08 11.22 2.95 -0.241
C -1.520 0.485 -2.280 -0.77 -10.90 -7.95 -0.292
C -0.952 -0.650 -3.006 -4.88 2.46 3.89 -0.119
C -1.745 -1.860 -3.422 5.51 10.62 5.23 -0.446
C -2.957 -1.923 -3.362 -14.16 -0.06 1.19 -0.043
C -3.717 -0.757 -2.751 1.82 -0.13 0.41 -0.009
C -2.813 0.321 -2.273 -10.25 -0.62 0.67 -0.079
H -3.381 1.143 -1.744 0.42 -0.82 -0.56 0.124
H -4.933 -0.791 -2.584 3.71 0.31 -0.51 0.138
H -3.550 -2.815 -3.799 1.08 1.55 0.79 0.154
O -0.940 -2.444 -4.066 9.75 -9.80 -7.15 0.120
C 0.446 -2.156 -3.824 -6.68 8.24 -3.08 0.084
O 0.311 -0.844 -3.032 3.12 -2.65 -1.28 0.058
H 1.034 -2.725 -3.384 4.47 -5.91 4.64 0.066
H 0.878 -1.784 -4.705 0.41 -0.16 -1.69 0.135
H -1.281 2.407 -1.496 -0.38 -1.14 -0.30 0.149
H 0.214 1.803 -2.426 -2.90 -1.23 1.90 0.216
H 1.762 1.850 -0.279 0.38 0.49 -1.04 0.079
H 1.596 0.321 -1.451 0.63 0.09 0.47 0.080
H 1.374 -0.855 0.627 -0.90 -2.91 0.37 0.063
H 2.825 0.148 0.730 -1.16 -0.66 2.38 0.136
H 1.200 2.372 3.153 1.26 0.42 0.09 0.131
H 2.321 2.478 1.872 1.08 2.40 -4.21 0.047
H 3.536 0.486 3.058 3.53 -6.15 -2.95 0.040
```
Positions in Å, forces in eV/Å.



No. 3
Computed, not measured: a single C18H28N2O4S molecule, with ωB97M-V/def2-TZVPD.

structure (SMILES): CC(C)CNS(=O)(=O)c1ccc(CCC(=O)NC[C@H]2CCCO2)cc1
electronic energy: -1511.3701 Eh
orbital gap: 9.6 eV
lowest unoccupied orbital energy: 0.0147 Eh
ΔE to the lowest compared entry with this formula, charge and spin: 0.000 eV

```
53
Properties=species:S:1:pos:R:3:forces:R:3:lowdin_charge:R:1
C 5.321 1.586 -1.909 -0.09 0.01 0.35 -0.078
C 5.018 0.877 -0.592 -0.14 -0.23 -0.12 -0.426
C 5.747 -0.460 -0.511 -0.07 0.26 0.17 -0.073
C 3.506 0.662 -0.453 0.21 0.34 -0.45 -0.241
N 3.172 0.064 0.818 -0.62 -0.67 0.21 -0.128
S 1.747 -0.778 0.914 0.30 0.28 0.36 0.627
O 1.710 -1.693 -0.187 0.02 0.30 -0.29 -0.284
O 1.659 -1.286 2.251 -0.04 0.32 0.07 -0.286
C 0.461 0.447 0.690 0.43 -0.51 0.01 -0.294
C -0.046 1.087 1.805 -0.05 0.04 0.22 -0.057
C -1.064 2.010 1.650 0.11 -0.07 -0.07 -0.021
C -1.573 2.295 0.385 0.13 0.13 -0.08 -0.227
C -2.753 3.210 0.237 -0.11 -0.09 0.07 -0.135
C -4.043 2.450 0.595 0.04 0.09 -0.32 -0.090
C -4.169 1.232 -0.311 -0.15 0.12 0.70 -0.517
O -4.457 1.323 -1.484 0.00 0.20 -0.50 0.067
N -3.929 0.051 0.304 0.14 -0.35 0.23 0.084
C -3.905 -1.209 -0.400 0.21 -0.32 -0.41 -0.110
C -2.494 -1.814 -0.452 -0.16 0.45 0.20 -0.313
C -1.953 -2.242 0.919 0.05 -0.06 -0.27 -0.120
C -1.109 -3.463 0.562 -0.12 0.00 -0.18 -0.143
C -1.931 -4.068 -0.573 0.10 -0.31 0.19 -0.190
O -2.508 -2.974 -1.269 -0.17 0.10 -0.08 -0.091
C -1.031 1.657 -0.725 0.08 0.04 0.10 -0.014
C -0.012 0.731 -0.575 0.07 0.01 -0.11 -0.063
H 4.983 0.983 -2.749 -0.03 -0.08 -0.15 0.083
H 6.391 1.748 -2.011 0.10 0.03 -0.06 0.078
H 4.821 2.551 -1.955 -0.03 0.12 -0.07 0.075
H 5.349 1.512 0.237 -0.01 0.02 0.00 0.135
H 6.824 -0.309 -0.522 0.11 -0.04 -0.02 0.077
H 5.474 -1.088 -1.355 -0.02 -0.12 -0.13 0.085
H 5.472 -0.980 0.403 0.07 -0.13 0.05 0.071
H 3.164 -0.052 -1.205 0.09 0.15 -0.19 0.120
H 2.976 1.615 -0.602 0.04 -0.11 -0.04 0.125
H 3.336 0.641 1.627 -0.07 0.05 0.27 0.121
H 0.347 0.829 2.776 -0.03 0.02 0.16 0.115
H -1.474 2.509 2.516 -0.05 0.05 0.11 0.120
H -2.652 4.076 0.893 0.01 0.02 -0.06 0.119
H -2.831 3.555 -0.795 0.00 0.06 0.03 0.121
H -4.900 3.100 0.416 -0.04 -0.09 0.04 0.123
H -4.030 2.156 1.645 -0.01 0.02 0.04 0.111
H -3.613 0.041 1.261 -0.07 0.20 -0.05 0.137
H -4.588 -1.918 0.080 0.05 -0.01 -0.07 0.132
H -4.251 -1.018 -1.417 -0.02 -0.06 0.14 0.128
H -1.818 -1.078 -0.913 -0.15 -0.10 0.09 0.135
H -1.367 -1.460 1.399 -0.06 0.05 0.08 0.096
H -2.780 -2.530 1.574 -0.05 0.02 0.07 0.121
H -0.979 -4.150 1.395 0.05 -0.04 0.04 0.117
H -0.131 -3.146 0.203 -0.03 -0.08 0.01 0.089
H -1.334 -4.642 -1.284 -0.03 -0.02 0.06 0.121
H -2.732 -4.712 -0.180 0.11 0.02 -0.05 0.120
H -1.428 1.869 -1.706 -0.06 0.01 -0.12 0.127
H 0.404 0.205 -1.420 -0.02 -0.05 -0.17 0.120
```
Positions in Å, forces in eV/Å.



No. 4
Computed, not measured: a single C18H28N2O5S molecule, with ωB97M-V/def2-TZVPD.

structure (SMILES): CCOCCCNC(=O)c1ccccc1OC1CCN(S(C)(=O)=O)CC1
electronic energy: -1586.5937 Eh
orbital gap: 9.7 eV
lowest unoccupied orbital energy: 0.0242 Eh
ΔE to the lowest compared entry with this formula, charge and spin: 0.185 eV

```
54
Properties=species:S:1:pos:R:3:forces:R:3:lowdin_charge:R:1
C -0.865 -3.578 2.789 0.16 0.18 -0.39 -0.063
C -0.519 -2.532 1.732 -0.06 -0.01 0.29 -0.264
O 0.063 -3.103 0.571 0.24 -0.11 -0.02 -0.177
C -0.860 -3.611 -0.374 -0.32 0.04 -0.20 -0.207
C -1.402 -2.535 -1.321 0.50 -0.09 0.13 -0.143
C -0.317 -2.013 -2.267 -0.34 -0.04 -0.12 -0.162
N 0.777 -1.382 -1.566 0.08 -0.24 0.10 0.083
C 1.080 -0.070 -1.683 0.05 -0.28 -0.04 -0.442
O 0.430 0.695 -2.377 0.03 0.25 -0.15 0.053
C 2.293 0.323 -0.900 0.00 0.36 0.09 -0.052
C 3.387 -0.536 -0.849 0.00 0.09 0.05 -0.025
C 4.510 -0.220 -0.108 0.11 -0.05 0.04 -0.081
C 4.545 0.966 0.606 -0.01 -0.10 -0.03 -0.072
C 3.475 1.839 0.559 -0.26 0.21 -0.04 -0.001
C 2.349 1.544 -0.207 0.17 -0.32 -0.09 -0.210
O 1.306 2.406 -0.342 0.14 0.03 -0.23 -0.019
C 0.767 3.026 0.816 -0.17 0.32 0.78 -0.311
C 0.209 1.966 1.772 0.01 0.01 -0.47 -0.084
C -0.813 1.118 1.021 0.40 -0.57 0.46 -0.189
N -1.860 1.952 0.472 -0.72 -0.44 -0.31 -0.213
S -3.127 1.100 -0.198 -0.39 -0.11 -0.10 0.620
C -2.763 0.830 -1.956 -0.02 0.24 0.85 -0.103
O -4.293 1.927 -0.124 0.04 0.27 -0.23 -0.296
O -3.171 -0.182 0.456 0.26 -0.07 -0.02 -0.321
C -1.408 3.031 -0.384 0.10 0.69 -0.33 -0.197
C -0.390 3.907 0.343 0.16 -0.40 -0.18 -0.089
H -1.239 -3.083 3.680 -0.07 0.03 0.14 0.076
H -1.632 -4.258 2.426 -0.09 -0.08 0.02 0.067
H 0.019 -4.157 3.046 0.06 -0.05 0.05 0.077
H 0.241 -1.850 2.124 -0.14 0.03 -0.02 0.120
H -1.412 -1.953 1.470 0.08 0.05 -0.02 0.101
H -0.308 -4.366 -0.943 -0.13 -0.01 0.02 0.127
H -1.696 -4.104 0.134 0.06 -0.06 0.00 0.119
H -2.203 -2.973 -1.918 -0.09 -0.02 -0.02 0.121
H -1.825 -1.716 -0.736 -0.05 -0.02 -0.05 0.080
H 0.085 -2.852 -2.850 -0.09 0.08 -0.04 0.124
H -0.728 -1.275 -2.960 0.09 -0.13 0.03 0.113
H 1.198 -1.938 -0.834 0.02 0.23 0.03 0.126
H 3.361 -1.457 -1.412 -0.02 -0.06 -0.04 0.117
H 5.351 -0.895 -0.085 0.07 -0.06 -0.01 0.103
H 5.413 1.220 1.195 0.07 0.03 0.05 0.106
H 3.520 2.769 1.105 -0.02 0.09 0.04 0.115
H 1.525 3.641 1.324 -0.10 -0.09 -0.12 0.143
H -0.264 2.461 2.620 0.02 0.02 0.08 0.128
H 1.011 1.322 2.140 -0.04 0.00 0.04 0.120
H -1.298 0.413 1.695 0.23 0.00 -0.04 0.108
H -0.303 0.553 0.231 -0.04 -0.05 0.13 0.113
H -3.296 -0.068 -2.238 -0.16 -0.16 0.03 0.068
H -1.695 0.710 -2.108 0.18 -0.06 -0.02 0.027
H -3.138 1.683 -2.504 -0.03 0.15 -0.09 0.069
H -2.297 3.603 -0.654 0.13 0.13 -0.09 0.127
H -0.923 2.647 -1.290 -0.09 0.03 0.01 0.113
H -0.845 4.391 1.206 0.01 0.05 0.03 0.127
H -0.022 4.667 -0.346 -0.01 0.05 0.01 0.126
```
Positions in Å, forces in eV/Å.



No. 5
Computed, not measured: a gas-phase ion, C18H28N3O3 (charge +1) at a distorted geometry, with ωB97M-V/def2-TZVPD.

structure (SMILES): CCN(CC)C(=O)CN1CC[NH+](Cc2ccc3c(c2)OCO3)CC1
electronic energy: -1092.4610 Eh
orbital gap: 8.8 eV
lowest unoccupied orbital energy: -0.0730 Eh
net charge: +1
ΔE to the lowest compared entry with this formula, charge and spin: 1.917 eV

```
52
Properties=species:S:1:pos:R:3:forces:R:3:lowdin_charge:R:1
C 6.242 0.125 1.411 0.02 0.08 -0.24 -0.054
C 5.825 0.512 -0.007 0.25 0.25 0.41 -0.191
N 4.679 -0.242 -0.483 -0.09 -0.13 -0.26 -0.053
C 4.930 -1.545 -1.096 -0.21 -0.43 -0.08 -0.175
C 4.652 -2.706 -0.147 0.03 0.14 -0.12 -0.057
C 3.416 0.151 -0.364 0.16 0.25 0.05 -0.364
O 2.491 -0.565 -0.791 -0.13 -0.11 -0.04 0.037
C 3.133 1.519 0.271 -0.12 0.20 -0.04 -0.073
N 1.760 1.917 0.400 0.22 -0.24 -0.11 -0.173
C 0.969 1.500 1.521 -0.15 -0.04 0.07 -0.123
C 0.173 0.197 1.251 0.16 0.26 0.58 -0.082
N 0.054 0.008 -0.207 0.60 -0.24 -0.25 -0.124
C -0.838 -1.120 -0.579 -0.50 -0.32 -0.02 -0.073
C -2.269 -0.907 -0.165 0.07 -0.11 0.09 -0.230
C -2.722 -1.391 1.054 0.11 0.00 -0.19 -0.050
C -4.036 -1.206 1.482 -0.38 0.17 -0.06 0.031
C -4.877 -0.519 0.641 0.43 0.11 -0.47 -0.197
C -4.432 -0.034 -0.597 -0.01 -0.21 0.52 -0.191
C -3.139 -0.215 -1.019 -0.34 0.05 0.02 0.049
O -5.455 0.595 -1.230 0.45 -0.04 -0.17 0.052
C -6.578 0.478 -0.375 -1.22 0.45 -0.27 -0.130
O -6.186 -0.203 0.802 0.26 -0.23 0.34 0.057
C -0.268 1.285 -0.861 0.04 0.54 -0.21 -0.089
C 0.981 2.188 -0.789 -0.01 0.25 -0.02 -0.121
H 5.412 0.222 2.106 -0.08 0.01 0.09 0.073
H 6.602 -0.899 1.443 0.02 -0.10 0.05 0.070
H 7.045 0.777 1.740 0.10 0.04 0.08 0.083
H 6.654 0.319 -0.691 -0.14 0.12 -0.02 0.127
H 5.607 1.580 -0.050 0.05 -0.08 -0.07 0.112
H 5.967 -1.568 -1.428 -0.04 0.10 -0.02 0.124
H 4.277 -1.633 -1.969 0.19 0.02 0.05 0.125
H 4.857 -3.642 -0.659 0.02 -0.14 -0.01 0.083
H 3.610 -2.703 0.159 -0.07 -0.02 0.03 0.069
H 5.279 -2.652 0.738 0.06 -0.03 0.09 0.066
H 3.584 1.548 1.266 0.12 0.04 -0.08 0.133
H 3.636 2.277 -0.341 0.12 -0.10 0.13 0.140
H 1.608 1.370 2.394 -0.08 0.02 0.02 0.132
H 0.267 2.310 1.744 0.00 -0.09 0.11 0.132
H 0.689 -0.674 1.660 -0.05 -0.03 -0.11 0.140
H -0.822 0.259 1.695 0.07 -0.07 -0.09 0.125
H 1.077 -0.239 -0.529 -0.52 0.08 0.19 0.104
H -0.439 -2.018 -0.103 0.08 0.09 -0.04 0.142
H -0.771 -1.245 -1.661 0.12 0.03 0.07 0.144
H -2.051 -1.948 1.690 0.11 -0.07 0.06 0.117
H -4.382 -1.591 2.425 -0.06 -0.07 0.14 0.126
H -2.827 0.144 -1.985 0.07 0.06 -0.18 0.127
H -7.373 -0.088 -0.883 0.26 0.06 0.12 0.147
H -6.950 1.480 -0.115 0.18 -0.23 -0.02 0.146
H -0.533 1.102 -1.902 -0.06 -0.05 0.07 0.136
H -1.123 1.742 -0.358 0.02 -0.11 -0.04 0.139
H 1.606 2.030 -1.669 -0.05 0.01 0.01 0.132
H 0.659 3.238 -0.788 -0.06 -0.11 -0.15 0.132
```
Positions in Å, forces in eV/Å.